Computed, not measured: a molecular structure, C36H46AgN6OP2, with ωB97M-V/def2-TZVPD.

```
! RIJCOSX wB97M-V def2-TZVPD def2/J DEFGRID3
* xyz -1 1
Ag -1.176 0.159 0.413
C -2.925 -0.065 -4.197
C -2.818 -0.077 -2.675
C -4.086 -0.637 -2.030
P -1.346 -0.837 -1.843
C -1.522 -2.680 -1.910
C -0.240 -3.299 -1.361
C -1.904 -3.359 -3.222
C 0.121 -0.422 -2.830
C 0.210 -0.812 -4.169
C 1.275 -0.494 -4.992
C 1.312 -0.913 -6.434
C 2.289 0.282 -4.426
C 2.252 0.672 -3.109
C 1.190 0.312 -2.240
N 1.096 0.729 -0.956
C 2.133 0.977 -0.140
C 3.464 0.510 -0.278
C 4.438 0.812 0.656
C 4.171 1.559 1.800
C 5.231 1.841 2.824
C 2.858 1.990 1.967
C 1.850 1.719 1.055
P 0.102 2.158 1.315
C -0.023 2.632 3.084
C -1.385 3.268 3.354
C 0.148 1.383 3.944
C -0.192 3.751 0.408
C -1.646 3.808 -0.048
C 0.737 3.939 -0.788
H -3.827 0.479 -4.488
H -3.003 -1.066 -4.621
H -2.074 0.431 -4.660
H -2.727 0.968 -2.351
H -4.256 -1.675 -2.322
H -4.955 -0.064 -2.360
H -4.046 -0.584 -0.943
H -2.323 -2.867 -1.183
H 0.585 -3.157 -2.062
H -0.377 -4.372 -1.210
H 0.055 -2.858 -0.409
H -1.118 -3.254 -3.971
H -2.832 -2.975 -3.642
H -2.043 -4.431 -3.052
H -0.604 -1.383 -4.597
H 0.587 -1.704 -6.629
H 2.296 -1.292 -6.717
H 1.079 -0.084 -7.106
H 3.127 0.595 -5.041
H 3.040 1.303 -2.724
H 3.729 -0.098 -1.131
H 5.447 0.442 0.489
H 6.205 2.001 2.357
H 5.345 1.017 3.535
H 4.994 2.736 3.401
H 2.622 2.556 2.862
H 0.752 3.372 3.324
H -2.197 2.625 3.007
H -1.490 4.240 2.870
H -1.520 3.417 4.427
H -0.662 0.680 3.742
H 0.109 1.646 5.004
H 1.090 0.868 3.753
H -0.001 4.558 1.128
H -1.831 3.020 -0.783
H -1.855 4.771 -0.521
H -2.360 3.658 0.762
H 0.654 3.099 -1.476
H 1.782 4.016 -0.488
H 0.462 4.853 -1.322
N -3.429 0.374 1.360
C -3.990 0.026 2.314
C -4.628 -0.393 3.482
C -5.334 0.520 4.284
N -5.913 1.274 4.941
C -4.447 -1.733 3.868
N -4.255 -2.841 4.141
N 3.802 -2.136 2.089
C 3.011 -3.111 2.583
O 3.467 -4.130 3.078
C 1.526 -2.886 2.533
C 0.695 -3.866 3.060
C -0.673 -3.673 3.048
C -1.172 -2.501 2.498
N -0.386 -1.564 1.973
C 0.933 -1.749 1.994
H 4.793 -2.308 2.099
H 3.469 -1.297 1.639
H 1.146 -4.756 3.479
H -1.353 -4.401 3.466
H -2.237 -2.306 2.483
H 1.505 -0.938 1.562
*
```

Results
HOMO level: -4.14 eV
strongest force on any atom: 0.0104 hartree/bohr
DFT total energy: -2632.9943 a.u.
orbital gap: 6.601 eV
lowest unoccupied orbital energy: 2.5 eV

Atom charges from the Mulliken analysis, given in e for atoms 1 to 4:
1 Ag 0.72
2 C -1.44
3 C 1.13
4 C -1.43


Computed, not measured: a single C36H46N8O3 molecule, with ωB97M-V/def2-TZVPD.

```
! RIJCOSX wB97M-V def2-TZVPD def2/J DEFGRID3
* xyz 0 1
C 2.476 7.503 0.425
C 1.328 6.544 0.155
O 1.887 5.264 -0.080
C 1.059 4.244 -0.449
C -0.322 4.319 -0.509
C -1.074 3.213 -0.895
C -0.433 2.046 -1.287
C 0.947 1.964 -1.240
C 1.703 3.035 -0.786
N 3.087 2.999 -0.702
C 3.902 1.931 -0.526
N 5.207 2.189 -0.620
C 6.028 1.176 -0.420
C 5.600 -0.117 -0.131
C 4.201 -0.286 -0.060
N 3.381 0.734 -0.254
N 3.644 -1.525 0.224
C 3.972 -2.562 -0.665
C 2.961 -3.248 -1.337
C 3.257 -4.258 -2.232
C 4.574 -4.605 -2.480
C 5.582 -3.952 -1.800
C 5.301 -2.929 -0.896
C 6.464 -2.428 -0.116
O 7.363 -3.192 0.194
N 6.523 -1.110 0.226
C 7.706 -0.680 0.950
H 8.490 -0.341 0.270
H 7.443 0.123 1.637
H 8.083 -1.539 1.504
H 6.615 -4.233 -1.938
H 4.812 -5.389 -3.182
H 2.453 -4.771 -2.740
H 1.932 -2.979 -1.160
C 2.478 -1.657 1.076
C 2.739 -1.047 2.460
H 3.174 -0.056 2.326
H 3.432 -1.648 3.047
C 1.353 -0.938 3.109
H 1.211 -1.719 3.856
H 1.237 0.022 3.610
C 0.335 -1.093 1.962
H -0.147 -2.071 2.019
H -0.444 -0.333 2.004
C 1.155 -0.990 0.679
H 1.347 0.051 0.434
H 0.662 -1.469 -0.165
H 2.316 -2.735 1.188
H 7.080 1.420 -0.477
H 3.552 3.896 -0.696
H 1.455 1.072 -1.564
H -1.007 1.207 -1.648
C -2.559 3.359 -0.982
O -3.070 4.209 -1.692
N -3.298 2.507 -0.234
C -2.805 1.557 0.731
H -1.718 1.613 0.784
C -3.258 0.145 0.363
H -2.839 -0.141 -0.602
H -2.884 -0.553 1.110
C -4.789 0.068 0.263
N -5.160 -1.306 -0.085
C -6.420 -1.476 -0.786
C -6.586 -2.938 -1.192
N -6.589 -3.790 -0.020
C -6.836 -5.174 -0.357
H -6.066 -5.595 -1.023
H -6.862 -5.762 0.559
H -7.803 -5.252 -0.850
C -5.335 -3.617 0.686
C -5.177 -2.157 1.092
H -4.241 -2.043 1.641
H -6.012 -1.885 1.764
H -5.346 -4.245 1.580
H -4.474 -3.910 0.059
H -7.537 -3.060 -1.716
H -5.767 -3.210 -1.884
H -6.419 -0.874 -1.694
H -7.280 -1.184 -0.158
C -5.242 1.119 -0.756
H -6.329 1.159 -0.816
C -4.739 2.504 -0.346
H -5.012 3.250 -1.094
H -5.178 2.788 0.619
H -4.841 0.869 -1.739
H -5.226 0.343 1.243
H -3.216 1.820 1.716
H -0.844 5.228 -0.256
H 0.755 6.869 -0.723
H 0.653 6.505 1.021
H 3.137 7.546 -0.436
H 3.048 7.166 1.285
H 2.086 8.497 0.624
*
```

Results
HOMO level: -7.70 eV
strongest force on any atom: 0.0170 hartree/bohr
DFT total energy: -2063.2409 a.u.
orbital gap: 8.276 eV
lowest unoccupied orbital energy: 0.6 eV

Atom charges from the Mulliken analysis, given in e for atoms 1 to 4:
1 C -1.44
2 C -0.33
3 O -0.44
4 C 0.95


Computed, not measured: a molecular structure, C36H47AuGeNO3P2, with ωB97M-V/def2-TZVPD.

```
! RIJCOSX wB97M-V def2-TZVPD def2/J DEFGRID3
* xyz 3 1
Au 1.108 0.183 -0.395
O 0.551 0.696 1.437
P 0.100 -0.142 2.672
C -1.236 -1.269 2.181
P -0.958 -2.136 0.598
O -0.624 -1.057 -0.447
C 0.386 -3.277 0.854
C 1.546 -3.210 0.087
C 2.586 -4.097 0.321
C 2.464 -5.058 1.314
C 1.299 -5.144 2.068
C 0.260 -4.259 1.839
C -2.440 -3.014 0.198
C -2.375 -4.322 -0.286
C -3.541 -4.975 -0.651
C -4.764 -4.328 -0.540
C -4.832 -3.020 -0.072
C -3.674 -2.359 0.293
C -0.576 1.017 3.832
C -0.197 2.359 3.778
C -0.702 3.247 4.713
C -1.575 2.800 5.697
C -1.952 1.464 5.751
C -1.452 0.567 4.822
C 1.451 -1.073 3.353
C 1.205 -2.070 4.299
C 2.267 -2.730 4.891
C 3.572 -2.398 4.547
C 3.820 -1.399 3.615
C 2.761 -0.731 3.020
H -2.130 -0.649 2.073
H -1.425 -2.001 2.970
H 1.621 -2.496 -0.727
H 3.483 -4.059 -0.283
H 3.272 -5.756 1.491
H 1.199 -5.909 2.827
H -0.652 -4.347 2.420
H -1.424 -4.832 -0.374
H -3.496 -5.990 -1.020
H -5.672 -4.847 -0.816
H -5.789 -2.523 0.011
H -3.740 -1.339 0.655
H 0.496 2.702 3.021
H -0.411 4.288 4.681
H -1.958 3.495 6.432
H -2.634 1.122 6.517
H -1.745 -0.475 4.886
H 0.194 -2.327 4.596
H 2.080 -3.498 5.630
H 4.399 -2.908 5.021
H 4.838 -1.129 3.369
H 2.951 0.073 2.322
N 3.245 -0.285 -3.789
C 2.821 -0.002 -2.589
O 1.567 -0.067 -2.330
C 3.712 0.385 -1.461
C 2.878 1.198 -0.470
H 2.596 -0.593 -4.503
H 4.222 -0.215 -4.034
H 4.616 0.915 -1.768
H 4.042 -0.555 -1.002
H 2.647 2.202 -0.822
H 3.334 1.244 0.514
C -2.179 2.566 -5.765
C -2.485 2.522 -4.275
C -2.066 1.207 -3.625
C -2.311 1.197 -2.116
Ge -1.212 2.420 -1.115
C -0.007 3.755 -1.794
C 0.844 3.470 -3.033
C 1.473 4.752 -3.586
C 0.467 5.626 -4.326
H -2.455 3.527 -6.197
H -2.733 1.793 -6.298
H -1.115 2.405 -5.956
H -3.555 2.675 -4.108
H -1.981 3.365 -3.777
H -1.012 0.998 -3.835
H -2.633 0.387 -4.069
H -2.200 0.211 -1.662
H -3.324 1.546 -1.868
H -1.645 2.677 0.333
H 0.579 4.150 -0.961
H -0.760 4.533 -2.019
H 0.228 3.013 -3.812
H 1.621 2.743 -2.780
H 2.289 4.480 -4.259
H 1.928 5.316 -2.766
H -0.052 5.056 -5.099
H 0.966 6.463 -4.812
H -0.282 6.054 -3.656
*
```

Results
HOMO level: -16.51 eV
strongest force on any atom: 0.0112 hartree/bohr
DFT total energy: -4574.9271 a.u.
orbital gap: 7.001 eV
lowest unoccupied orbital energy: -9.5 eV

Atom charges from the Mulliken analysis, given in e for atoms 1 to 4:
1 Au 1.83
2 O 0.09
3 P 0.07
4 C -1.22


Computed, not measured: 15 unconnected molecules or ions with the total composition C36H47F13N15 in a non-equilibrium geometry, with ωB97M-V/def2-TZVPD.

```
! RIJCOSX wB97M-V def2-TZVPD def2/J DEFGRID3
* xyz -1 1
N 5.667 -3.448 1.985
C 4.576 -4.299 1.529
C 3.755 -3.605 0.392
C 2.660 -2.614 0.932
F 2.966 -2.357 2.221
F 2.698 -1.507 0.118
C 1.270 -3.361 0.816
F 1.469 -4.559 1.425
F 1.010 -3.488 -0.504
C 0.138 -2.639 1.624
F 0.196 -3.082 2.897
F 0.522 -1.329 1.708
C -1.310 -2.596 1.046
F -2.130 -2.274 2.091
F -1.376 -1.529 0.203
C -1.939 -3.820 0.283
F -3.303 -3.742 0.466
F -1.795 -3.777 -1.058
C -1.539 -5.271 0.743
F -1.226 -5.374 2.029
F -2.648 -6.045 0.565
F -0.627 -5.809 -0.067
H 5.655 -3.426 3.006
H 3.939 -4.693 2.348
H 5.058 -5.191 1.043
H 4.489 -2.956 -0.119
H 3.348 -4.308 -0.354
C 0.924 0.710 3.780
C 2.002 1.196 4.652
N 2.845 1.577 5.333
H 1.321 0.019 3.047
H 0.168 0.202 4.378
H 0.465 1.548 3.259
C -4.532 -0.776 0.756
C -5.365 0.263 0.140
N -6.019 1.073 -0.346
H -4.712 -1.734 0.273
H -3.479 -0.518 0.654
H -4.773 -0.860 1.815
C -5.029 -2.530 -2.456
C -4.701 -2.695 -3.875
N -4.418 -2.825 -4.980
H -4.330 -3.106 -1.850
H -4.956 -1.478 -2.182
H -6.041 -2.878 -2.260
C -0.996 -1.768 -4.736
C 0.246 -2.396 -4.270
N 1.209 -2.888 -3.886
H -1.135 -1.967 -5.797
H -1.838 -2.186 -4.186
H -0.965 -0.691 -4.577
C -3.166 2.908 0.143
C -2.123 2.169 0.862
N -1.271 1.617 1.404
H -3.496 2.349 -0.729
H -3.980 3.037 0.823
H -2.766 3.860 -0.165
C 4.655 -1.566 -4.604
C 4.960 -2.358 -3.406
N 5.198 -2.999 -2.482
H 3.611 -1.253 -4.581
H 5.290 -0.684 -4.649
H 4.825 -2.169 -5.491
C 6.874 -0.591 -0.246
C 6.868 0.560 -1.156
N 6.863 1.457 -1.877
H 6.810 -0.254 0.787
H 6.025 -1.239 -0.463
H 7.794 -1.158 -0.377
C 0.101 5.691 0.868
C -1.358 5.866 1.124
N -2.488 6.001 1.324
H 0.653 5.776 1.801
H 0.319 4.718 0.419
H 0.433 6.472 0.186
C -2.278 2.755 4.811
C -3.067 1.595 4.383
N -3.685 0.688 4.042
H -2.782 3.263 5.630
H -1.294 2.429 5.145
H -2.160 3.447 3.978
C 4.568 3.803 3.475
C 3.812 4.804 2.711
N 3.221 5.584 2.109
H 4.440 2.820 3.026
H 5.626 4.060 3.475
H 4.208 3.770 4.502
C -8.985 1.951 1.387
C -10.076 1.173 1.986
N -10.930 0.565 2.454
H -8.863 2.891 1.924
H -8.054 1.390 1.439
H -9.211 2.164 0.344
C 8.856 -0.636 -4.560
C 7.959 -1.586 -5.229
N 7.252 -2.324 -5.752
H 8.351 -0.194 -3.701
H 9.753 -1.152 -4.221
H 9.138 0.155 -5.253
C -6.629 5.736 -1.430
C -5.577 4.959 -0.765
N -4.753 4.349 -0.243
H -6.992 5.195 -2.302
H -7.456 5.902 -0.742
H -6.231 6.698 -1.748
C 0.770 0.764 -1.867
C 0.363 2.127 -1.500
N 0.045 3.188 -1.197
H 1.530 0.802 -2.647
H 1.179 0.252 -0.996
H -0.092 0.208 -2.235
*
```

Results
HOMO level: -1.77 eV
strongest force on any atom: 0.0855 hartree/bohr
DFT total energy: -3519.3896 a.u.
orbital gap: 3.289 eV
lowest unoccupied orbital energy: 1.5 eV

Atom charges from the Mulliken analysis, given in e for atoms 1 to 4:
1 N -0.85
2 C -0.60
3 C -0.20
4 C 1.14


Computed, not measured: a molecular structure, C36H47LaN2OP2S2, with ωB97M-V/def2-TZVPD.

```
! RIJCOSX wB97M-V def2-TZVPD def2/J DEFGRID3
* xyz 2 1
La 0.838 0.341 -0.075
O 3.498 -0.338 0.265
C 4.645 0.550 0.205
C 4.726 1.438 1.431
C 3.451 2.262 1.664
C 3.107 3.091 0.459
C 3.739 4.303 0.229
C 3.475 5.005 -0.933
C 2.579 4.473 -1.851
C 1.977 3.274 -1.549
N 2.224 2.586 -0.420
H 3.642 -0.974 0.977
H 4.515 1.136 -0.703
H 5.547 -0.045 0.090
H 5.585 2.102 1.305
H 4.923 0.832 2.319
H 3.583 2.905 2.533
H 2.635 1.582 1.908
H 4.434 4.689 0.965
H 3.958 5.955 -1.123
H 2.346 4.981 -2.776
H 1.260 2.839 -2.237
C 1.822 -2.444 -4.662
C 2.105 -1.984 -3.230
C 2.967 -0.712 -3.227
P 0.608 -1.751 -2.157
C 0.256 -3.387 -1.370
C 0.014 -4.518 -2.372
C 1.364 -3.765 -0.383
C -0.800 -1.420 -3.307
C -0.614 -0.053 -3.972
C -2.153 -1.508 -2.596
H 2.768 -2.681 -5.154
H 1.339 -1.661 -5.251
H 1.200 -3.336 -4.704
H 2.670 -2.771 -2.727
H 2.466 0.108 -3.752
H 3.916 -0.891 -3.738
H 3.209 -0.385 -2.210
H -0.661 -3.211 -0.800
H 0.935 -4.775 -2.901
H -0.753 -4.280 -3.111
H -0.312 -5.414 -1.838
H 2.297 -4.000 -0.899
H 1.068 -4.659 0.168
H 1.559 -2.983 0.353
H -0.758 -2.189 -4.078
H -0.611 0.752 -3.232
H -1.443 0.146 -4.654
H 0.308 0.014 -4.551
H -2.213 -0.817 -1.751
H -2.365 -2.508 -2.219
H -2.948 -1.243 -3.297
N -0.864 2.176 -0.902
C -1.926 2.563 -1.111
C -3.248 3.052 -1.372
C -4.337 2.295 -0.930
C -5.616 2.757 -1.174
C -5.802 3.960 -1.849
C -4.713 4.709 -2.284
C -3.428 4.258 -2.050
H -4.171 1.368 -0.395
H -6.471 2.185 -0.836
H -6.806 4.319 -2.037
H -4.869 5.644 -2.805
H -2.570 4.831 -2.379
S 1.180 -1.032 2.382
P -0.816 -0.841 2.708
S -1.756 -0.188 1.041
C -1.068 0.326 4.050
C -1.551 1.608 3.813
C -1.690 2.497 4.871
C -1.347 2.103 6.156
C -0.866 0.820 6.393
C -0.727 -0.074 5.344
C -1.513 -2.404 3.247
C -2.835 -2.407 3.699
C -3.416 -3.600 4.095
C -2.684 -4.782 4.045
C -1.370 -4.776 3.604
C -0.778 -3.584 3.203
H -1.835 1.902 2.810
H -2.077 3.493 4.694
H -1.464 2.795 6.980
H -0.605 0.514 7.398
H -0.359 -1.076 5.529
H -3.402 -1.484 3.743
H -4.439 -3.609 4.449
H -3.141 -5.711 4.363
H -0.800 -5.697 3.580
H 0.253 -3.569 2.867
*
```

Results
HOMO level: -13.55 eV
strongest force on any atom: 0.0181 hartree/bohr
DFT total energy: -3095.1616 a.u.
orbital gap: 8.366 eV
lowest unoccupied orbital energy: -5.2 eV

Atom charges from the Mulliken analysis, given in e for atoms 1 to 4:
1 La 1.90
2 O -0.45
3 C -0.77
4 C -0.67